Computed, not measured: one molecule with the formula C3H8N2O, with ωB97M-V with the def2-TZVPD basis set.

ORCA input file:
```
! RIJCOSX wB97M-V def2-TZVPD def2/J DEFGRID3
* xyz 0 1
C -1.466 -1.130 0.335
N -0.340 -0.154 0.060
C -0.371 1.406 -0.200
C 0.910 -0.699 0.021
N 1.804 0.366 -0.294
O 1.239 -1.866 0.162
H -1.046 -2.136 0.535
H -2.079 -0.887 1.214
H -2.145 -1.268 -0.518
H 0.414 1.964 -0.795
H -1.290 1.603 -0.730
H -0.307 1.926 0.767
H 2.397 0.130 -1.057
H 2.281 0.745 0.500
*
```

Properties
orbital gap: 9.97 eV
energy: -303.82378 hartree
LUMO: 0.834 eV
SMILES: CN(C)C(N)=O

Computed, not measured: a 2-piece molecular cluster, C3H8N2O overall, with ωB97M-V with the def2-TZVPD basis set.

ORCA input file:
```
! RIJCOSX wB97M-V def2-TZVPD def2/J DEFGRID3
* xyz 0 1
C 1.433 -1.724 1.359
C 0.992 -1.928 0.111
N 0.381 -0.993 -0.733
H 1.973 -0.872 1.749
H 1.481 -2.565 2.047
H 0.872 -2.928 -0.293
H -0.101 -1.343 -1.540
H 0.796 -0.069 -0.784
N -1.761 0.810 -0.277
C -0.955 1.850 0.083
O 0.087 2.119 -0.485
H -2.554 0.616 0.316
H -1.214 -0.053 -0.461
H -1.373 2.522 0.833
*
```

Properties
orbital gap: 9.33 eV
energy: -303.82226 hartree
LUMO: 0.914 eV
SMILES: C=CN.NC=O

Computed, not measured: one molecule with the formula C3H8N2O, with ωB97M-V with the def2-TZVPD basis set.

ORCA input file:
```
! RIJCOSX wB97M-V def2-TZVPD def2/J DEFGRID3
* xyz 0 1
C 0.110 0.050 -2.026
N 0.118 -0.658 -0.739
N -0.841 -0.058 0.085
C -0.612 0.379 1.366
C 0.811 0.036 1.893
O -1.432 1.071 1.932
H 0.518 1.059 -1.874
H -0.893 0.175 -2.575
H 0.734 -0.525 -2.757
H -0.137 -1.635 -0.977
H -1.746 0.201 -0.341
H 1.549 0.645 1.266
H 0.841 0.300 2.965
H 0.978 -1.041 1.783
*
```

Properties
orbital gap: 10.34 eV
energy: -303.82796 hartree
LUMO: 0.846 eV
SMILES: CNNC(C)=O

Computed, not measured: an isolated ion of composition C3H8N2O and charge +1, with ωB97M-V with the def2-TZVPD basis set.

ORCA input file:
```
! RIJCOSX wB97M-V def2-TZVPD def2/J DEFGRID3
* xyz 1 2
O 0.341 -1.503 -1.081
C 0.076 -0.967 0.098
N -0.723 0.130 0.283
C -0.897 1.265 -0.568
N 0.331 2.130 -0.288
C 0.757 -1.435 1.365
H -1.177 0.144 1.234
H -1.804 1.846 -0.465
H -0.937 0.898 -1.606
H 0.339 3.197 -0.466
H 1.148 1.758 -0.702
H 0.097 -1.841 2.143
H 1.277 -0.738 2.046
H 1.461 -2.244 1.131
*
```

Properties
orbital gap (spin up / spin down): 12.12 / 5.52 eV
energy: -303.48209 hartree
LUMO (spin up / spin down): -4.226 / -9.250 eV

Computed, not measured: a 3-piece molecular cluster, C3H8N2O2 overall, with ωB97M-V with the def2-TZVPD basis set.

ORCA input file:
```
! RIJCOSX wB97M-V def2-TZVPD def2/J DEFGRID3
* xyz 0 1
C -0.262 -0.461 -1.475
C 0.626 0.271 -2.327
N 1.487 1.162 -1.437
C 0.989 0.828 -0.171
N 0.071 -0.226 -0.166
H -0.827 -1.385 -1.906
H 0.681 0.253 -3.382
H 2.078 1.941 -1.832
H 1.315 1.260 0.707
O -2.445 -0.384 1.256
H -3.206 -0.853 1.538
H -1.766 -0.778 0.660
O 0.304 -0.787 3.007
H -0.635 -1.000 3.044
H 0.469 -0.454 2.128
*
```

Properties
orbital gap: 9.81 eV
energy: -379.05011 hartree
LUMO: 0.671 eV
SMILES: c1c[nH]cn1.O.O

Computed, not measured: one molecule with the formula C3H8N2O2, with ωB97M-V with the def2-TZVPD basis set.

ORCA input file:
```
! RIJCOSX wB97M-V def2-TZVPD def2/J DEFGRID3
* xyz 0 1
N 2.157 -0.861 1.172
C 1.235 -0.218 0.223
C -0.179 -0.784 0.277
O -0.448 -1.928 0.561
N -1.159 0.031 -0.271
C -1.198 1.440 -0.423
O -0.573 1.825 -1.628
H 1.779 -0.715 2.109
H 2.062 -1.866 1.051
H 1.198 0.860 0.387
H 1.632 -0.418 -0.772
H -2.041 -0.458 -0.234
H -0.705 1.907 0.434
H -2.240 1.754 -0.379
H -0.643 2.788 -1.697
*
```

Properties
orbital gap: 10.12 eV
energy: -379.10198 hartree
LUMO: 0.556 eV
SMILES: NCC(=O)NCO

Computed, not measured: one molecule with the formula C3H8N2O2, with ωB97M-V with the def2-TZVPD basis set.

ORCA input file:
```
! RIJCOSX wB97M-V def2-TZVPD def2/J DEFGRID3
* xyz 0 1
C -0.537 -1.694 -0.451
C -0.268 -0.180 -0.888
C 0.623 0.510 0.039
N 0.524 1.938 -0.197
N 0.177 0.285 1.438
O 0.802 -0.456 2.171
O -0.825 0.875 1.712
H 0.250 -2.337 -0.685
H -0.731 -1.863 0.561
H -1.492 -1.925 -1.043
H -1.231 0.227 -1.071
H 0.210 -0.282 -1.888
H 1.663 0.112 -0.022
H 1.277 2.528 0.216
H -0.440 2.263 0.107
*
```

Properties
orbital gap: 10.48 eV
energy: -378.98796 hartree
LUMO: 0.481 eV
SMILES: CC[C@@H](N)[N+](=O)[O-]

Computed, not measured: C3H8N2O2 as an isolated structure, with ωB97M-V with the def2-TZVPD basis set.

ORCA input file:
```
! RIJCOSX wB97M-V def2-TZVPD def2/J DEFGRID3
* xyz 0 1
C -1.764 2.212 1.159
N -2.721 2.526 0.227
C 2.202 -3.347 -1.778
O 3.104 -3.187 -2.939
O 1.331 -4.101 -1.566
C -0.494 1.259 0.694
N 0.160 0.497 1.633
H -1.512 3.288 0.957
H -2.215 2.136 2.148
H -3.653 2.137 0.401
H 2.429 -2.521 -1.081
H 0.104 1.840 -0.004
H -1.079 0.360 0.473
H 0.925 0.945 2.149
H 3.182 -4.042 -2.474
*
```

Properties
orbital gap: 6.46 eV
energy: -378.77635 hartree
LUMO: -2.022 eV

Computed, not measured: one molecule with the formula C3H8N2O2, with ωB97M-V with the def2-TZVPD basis set.

ORCA input file:
```
! RIJCOSX wB97M-V def2-TZVPD def2/J DEFGRID3
* xyz 0 1
H -2.375 0.794 1.502
N -1.768 0.059 1.207
C -1.075 0.410 0.152
N -1.313 1.355 -0.753
C 0.032 -0.600 -0.476
O 0.249 -1.579 0.608
C 1.451 -0.126 -0.785
O 2.232 0.481 0.220
H -2.253 1.889 -0.997
H -0.303 1.377 -1.485
H -0.324 -1.060 -1.371
H -0.665 -1.755 1.132
H 1.395 0.680 -1.608
H 1.981 -1.041 -1.384
H 1.808 -0.100 1.057
*
```

Properties
orbital gap: 9.97 eV
energy: -378.99398 hartree
LUMO: 0.518 eV
SMILES: [H]/N=C(\N)[C@H](O)CO

Computed, not measured: one molecule with the formula C3H8N2O2, with ωB97M-V with the def2-TZVPD basis set.

ORCA input file:
```
! RIJCOSX wB97M-V def2-TZVPD def2/J DEFGRID3
* xyz 0 1
N 1.001 -1.440 -0.724
C 0.012 -1.562 0.224
O -0.755 -2.472 0.339
C 0.086 -0.330 1.212
N -0.425 1.036 0.634
C 0.009 1.413 -0.690
O -0.159 2.853 -0.905
H 1.132 -2.269 -1.204
H 1.583 -0.562 -0.610
H -0.402 -0.603 2.176
H 1.112 -0.027 1.478
H -1.405 0.980 0.974
H 1.083 1.267 -0.700
H -0.529 0.817 -1.449
H 0.064 3.048 0.010
*
```

Properties
orbital gap: 9.99 eV
energy: -379.06034 hartree
LUMO: 0.677 eV
SMILES: NC(=O)CNCO

Computed, not measured: one molecule with the formula C3H8N2O2, with ωB97M-V with the def2-TZVPD basis set.

ORCA input file:
```
! RIJCOSX wB97M-V def2-TZVPD def2/J DEFGRID3
* xyz 0 1
N -0.104 1.591 0.647
C -0.174 0.388 -0.143
C -0.906 -0.784 0.826
O -1.103 -1.976 0.126
C 1.119 -0.309 -0.568
N 1.622 0.697 -1.464
O 0.966 1.322 -2.291
H 0.016 2.395 0.040
H 0.662 1.555 1.311
H -0.903 0.503 -0.947
H -1.839 -0.313 1.143
H -0.259 -0.946 1.696
H -1.849 -2.459 0.495
H 1.838 -0.434 0.246
H 0.915 -1.231 -1.116
*
```

Properties
orbital gap (spin up / spin down): 8.48 / 8.46 eV
energy: -378.96690 hartree
LUMO (spin up / spin down): 0.071 / 0.077 eV
SMILES: N[C@H](CO)CN=O

Computed, not measured: C3H8N2O2 as an isolated structure, with ωB97M-V with the def2-TZVPD basis set.

ORCA input file:
```
! RIJCOSX wB97M-V def2-TZVPD def2/J DEFGRID3
* xyz 0 1
N 0.573 1.043 0.051
C 1.543 1.741 -0.405
N 2.838 1.843 0.012
H 0.610 0.599 0.972
H -0.323 0.544 -0.559
H 1.315 2.298 -1.329
H 3.378 2.530 -0.494
H 3.276 1.100 0.538
O -0.465 -1.045 1.208
C -1.259 -1.078 0.224
O -1.318 -0.257 -0.753
C -2.351 -2.121 0.135
H -3.372 -1.724 0.266
H -2.286 -2.641 -0.840
H -2.159 -2.830 0.973
*
```

Properties
orbital gap: 9.37 eV
energy: -379.10000 hartree
LUMO: 0.365 eV

Computed, not measured: one molecule with the formula C3H8N2O2, with ωB97M-V with the def2-TZVPD basis set.

ORCA input file:
```
! RIJCOSX wB97M-V def2-TZVPD def2/J DEFGRID3
* xyz 0 1
N -2.067 -0.052 -1.189
C -1.105 -0.710 -0.430
O -1.394 -1.406 0.523
N 0.195 -0.442 -0.823
C 1.244 -0.517 0.182
C 1.298 0.748 1.046
O 0.065 1.082 1.635
H -2.998 -0.394 -0.998
H -1.880 0.095 -2.171
H 0.308 0.295 -1.507
H 2.208 -0.661 -0.321
H 1.037 -1.394 0.798
H 1.688 1.587 0.444
H 1.994 0.589 1.875
H -0.594 1.181 0.936
*
```

Properties
orbital gap: 10.34 eV
energy: -379.12351 hartree
LUMO: 0.680 eV
SMILES: NC(=O)NCCO

Computed, not measured: one molecule with the formula C3H8N2O2, with ωB97M-V with the def2-TZVPD basis set.

ORCA input file:
```
! RIJCOSX wB97M-V def2-TZVPD def2/J DEFGRID3
* xyz 0 1
C 0.070 -2.480 0.916
C 1.043 -1.534 0.189
N 0.232 -0.703 -0.768
N 0.029 0.492 -0.382
O 0.395 1.080 0.640
O -0.715 1.455 -1.191
C -0.897 3.031 -0.818
H -0.675 -1.927 1.507
H -0.494 -3.225 0.279
H 0.507 -3.138 1.569
H 1.496 -0.738 0.891
H 1.783 -2.071 -0.322
H 0.131 3.465 -0.850
H -1.490 3.260 -1.766
H -1.414 3.030 0.106
*
```

Properties
orbital gap: 10.71 eV
energy: -378.89913 hartree
LUMO: 0.925 eV
SMILES: CC/N=[N+](\[O-])OC

Computed, not measured: C3H8N2O2 as an isolated structure, with ωB97M-V with the def2-TZVPD basis set.

ORCA input file:
```
! RIJCOSX wB97M-V def2-TZVPD def2/J DEFGRID3
* xyz 0 1
C 0.539 -0.179 0.132
C 1.296 -1.480 -0.105
C -1.636 0.887 -0.285
N -2.134 -0.193 0.148
O 0.684 0.143 1.495
O 1.048 0.853 -0.693
N -1.631 2.012 -0.734
H -0.015 0.782 1.701
H 1.974 1.000 -0.452
H -3.080 -0.219 0.524
H -0.717 -0.651 -0.053
H -0.845 2.425 -1.213
H 1.296 -1.738 -1.163
H 2.337 -1.347 0.209
H 0.883 -2.295 0.489
*
```

Properties
orbital gap: 9.15 eV
energy: -378.97370 hartree
LUMO: 0.227 eV

Computed, not measured: an isolated ion of composition C3H8N2O2 and charge +1, with ωB97M-V with the def2-TZVPD basis set.

ORCA input file:
```
! RIJCOSX wB97M-V def2-TZVPD def2/J DEFGRID3
* xyz 1 2
O 1.673 -0.206 1.482
C 0.757 0.208 0.839
N -0.504 0.310 1.269
C -1.706 0.219 0.467
O -1.664 -0.900 -0.421
C 0.953 0.561 -0.740
N 1.691 -0.371 -1.468
H -0.667 0.361 2.264
H -1.879 1.078 -0.185
H -2.561 0.038 1.107
H -0.973 -1.493 -0.105
H 1.443 1.539 -0.752
H -0.051 0.647 -1.133
H 2.442 -0.846 -0.974
H 1.046 -1.144 -1.648
*
```

Properties
orbital gap (spin up / spin down): 11.61 / 6.27 eV
energy: -378.75055 hartree
LUMO (spin up / spin down): -3.771 / -9.091 eV